Entry 1:
Entry from the OMol25 dataset: a molecular structure, C23H20I2N6O7S2Sc (ωB97M-V/def2-TZVPD).

Each line ends with the Mulliken charge.
Positions of all 61 atoms, in Å:
1 Sc -1.8530 -0.3407 -0.0398  -0.010
2 I 1.2653 -1.2349 -7.1426  0.006
3 C 0.2801 -0.6546 -5.3919  -0.410
4 C 0.1301 0.6890 -5.1016  -0.331
5 C -0.5088 1.0554 -3.9292  -0.225
6 I -0.6874 3.0650 -3.4172  -0.027
7 C -1.0157 0.1157 -3.0128  0.130
8 O -1.5589 0.4913 -1.9001  -0.391
9 C -0.8593 -1.2596 -3.3514  0.901
10 C -1.4685 -2.3283 -2.4786  -1.257
11 N -1.0180 -2.3013 -1.0746  -0.063
12 C 0.4020 -2.5893 -0.9071  -1.732
13 C 1.2334 -1.3346 -1.0010  0.918
14 C 2.5310 -1.3459 -1.5015  -0.823
15 C 3.2502 -0.1639 -1.5196  -0.694
16 C 2.6544 0.9942 -1.0433  -1.138
17 C 1.3575 0.9150 -0.5670  -0.708
18 N 0.6695 -0.2221 -0.5422  1.718
19 C -0.2141 -1.6179 -4.5202  -0.577
20 H 0.5141 1.4460 -5.7714  0.365
21 H -2.5522 -2.2120 -2.4483  0.390
22 H -1.2329 -3.3038 -2.9237  0.460
23 H -1.5862 -2.9685 -0.5465  0.421
24 H 0.5443 -3.0167 0.0879  0.381
25 H 0.7566 -3.3179 -1.6470  0.480
26 H 2.9521 -2.2656 -1.8872  0.501
27 H 4.2589 -0.1423 -1.9127  0.462
28 H 3.1749 1.9414 -1.0461  0.537
29 H 0.8364 1.7855 -0.1862  0.467
30 H -0.1004 -2.6692 -4.7580  0.377
31 N 5.2844 1.3380 3.3974  -0.622
32 C 3.9539 0.9234 3.2624  1.099
33 C 3.6386 -0.2241 2.5380  -0.880
34 C 2.3163 -0.5966 2.3592  -0.156
35 C 1.3006 0.1695 2.9025  -0.391
36 C 1.6018 1.3149 3.6254  -0.692
37 C 2.9189 1.6907 3.8036  -0.783
38 S -0.4028 -0.2601 2.6520  1.259
39 O -1.0278 -0.3456 3.9369  -0.716
40 O -0.3879 -1.4390 1.7915  -0.534
41 N -0.9418 0.8897 1.6902  0.513
42 C -2.0288 1.6755 1.9045  0.030
43 N -2.7649 1.7442 0.7669  0.197
44 C -3.9070 2.4082 0.8068  -0.110
45 C -4.3126 3.0602 1.9613  -0.657
46 C -3.4610 2.9721 3.0501  -0.292
47 N -2.3180 2.2958 3.0458  -0.564
48 H 5.9559 0.5894 3.3270  0.238
49 H 5.4556 1.9061 4.2125  0.236
50 H 4.4324 -0.8203 2.1026  0.294
51 H 2.0614 -1.4806 1.7904  0.558
52 H 0.7954 1.9086 4.0401  0.486
53 H 3.1571 2.5897 4.3606  0.292
54 H -4.5002 2.4011 -0.0999  0.481
55 H -5.2466 3.5984 2.0154  0.373
56 H -3.7131 3.4688 3.9823  0.413
57 O -5.4830 -1.7100 0.7349  -0.686
58 S -4.0757 -1.8548 0.4778  1.097
59 O -3.5852 -3.2275 0.4000  -0.741
60 O -3.2207 -1.0594 1.4569  -0.431
61 O -3.6505 -1.1357 -0.8147  -0.440

Cartesian forces (eV/Å) of the 2 atoms listed first:
0.38 0.10 -0.10
0.00 -0.01 0.00

Properties
- net charge = -1
- energy above the lowest of the compared OMol25 structures with the same formula, charge and spin (kcal per mole) = 5.5
- HOMO-LUMO gap (eV) = 7.4
- electronic energy (Eh) = -3896.546739

=====

Entry 2:
Entry from the OMol25 dataset: a gas-phase ion, C23H20NO (charge +1) in a non-equilibrium geometry (ωB97M-V/def2-TZVPD).

Each line ends with the Mulliken charge.
Positions of all 45 atoms, in Å:
1 C 0.7361 1.9779 -5.7477  -0.949
2 N 0.5483 0.6013 -5.1646  0.067
3 C 0.5782 -0.5287 -6.0733  -1.051
4 C 0.3753 0.3738 -3.8870  0.823
5 C 0.0796 -0.9701 -3.3713  -0.981
6 C 0.1896 -1.2671 -2.0081  -0.722
7 C 0.3309 -0.1775 -1.0264  0.724
8 C 0.3387 -0.4574 0.3726  0.639
9 C 0.1310 0.6047 1.4258  -0.898
10 C -0.5071 0.2686 2.6097  0.766
11 C -0.7883 1.2785 3.6917  0.548
12 C -1.5739 0.9045 4.7909  -0.385
13 C -1.8498 1.8463 5.8036  -0.556
14 C -1.3885 3.1321 5.7241  -0.469
15 C -0.6046 3.5312 4.6601  -0.707
16 C -0.2747 2.6253 3.6290  -0.400
17 O -1.0172 -0.9891 2.7926  -0.428
18 C -0.3866 -2.0116 2.1379  -0.046
19 C -0.3930 -3.2483 2.7221  -0.489
20 C 0.3079 -4.3366 2.2091  -0.633
21 C 1.0534 -4.1370 1.0342  -0.644
22 C 1.1274 -2.8683 0.4531  -0.780
23 C 0.3568 -1.8193 0.9756  0.823
24 C 0.3389 1.1689 -1.5459  -0.761
25 C 0.4564 1.4434 -2.8928  -0.776
26 H 0.9260 1.8657 -6.8199  0.287
27 H 1.5914 2.4514 -5.2976  0.382
28 H -0.1412 2.6025 -5.6934  0.356
29 H 1.2487 -1.2522 -5.6448  0.468
30 H -0.4570 -0.9557 -6.2061  0.316
31 H 0.9101 -0.2507 -7.0673  0.289
32 H -0.1595 -1.7501 -4.0666  0.480
33 H 0.0389 -2.2742 -1.7424  0.662
34 H 0.5170 1.5682 1.2960  0.416
35 H -1.9921 -0.0895 4.8642  0.419
36 H -2.4901 1.6217 6.6612  0.346
37 H -1.6027 3.7576 6.5571  0.418
38 H -0.2507 4.5577 4.5751  0.370
39 H 0.3238 3.0311 2.8309  0.283
40 H -0.9826 -3.3884 3.6119  0.482
41 H 0.2810 -5.2904 2.7323  0.410
42 H 1.5851 -4.9743 0.6159  0.417
43 H 1.7156 -2.7043 -0.4395  0.785
44 H 0.3138 2.0147 -0.8922  0.355
45 H 0.4597 2.5137 -3.1896  0.346

Cartesian forces (eV/Å) of the 2 atoms listed first:
0.08 -1.33 -0.31
0.00 1.34 -1.50

Properties
- net charge = +1
- energy above the lowest of the compared OMol25 structures with the same formula, charge and spin (kcal per mole) = 8.2
- HOMO-LUMO gap (eV) = 6.4
- SMILES string = C[N+](C)=C1C=CC(=C2C=C(c3ccccc3)Oc3ccccc32)C=C1
- electronic energy (Eh) = -1018.177015

=====

Entry 3:
Entry from the OMol25 dataset: a molecular structure, C23H20NO5Pt (ωB97M-V/def2-TZVPD).

Each line ends with the Löwdin spin population.
Positions of all 50 atoms, in Å:
1 Pt -0.7620 0.1746 -0.6632  1.313
2 O -4.6298 -1.3802 0.4965  0.014
3 C -3.5672 -1.0895 -0.0508  0.011
4 O -3.1305 0.0562 -0.3756  0.149
5 C -2.6391 -2.2379 -0.4414  0.003
6 C -3.0545 -3.5565 -0.5502  0.003
7 C -2.1611 -4.5000 -1.0319  -0.004
8 C -0.8837 -4.1081 -1.4104  0.003
9 C -0.5402 -2.7765 -1.2699  0.005
10 N -1.4001 -1.8928 -0.7691  0.080
11 C 0.7559 -2.1603 -1.7796  0.012
12 O 1.6828 -2.8894 -2.0997  0.015
13 O 0.6919 -0.8836 -1.8685  0.138
14 H -4.0691 -3.7948 -0.2643  0.001
15 H -2.4665 -5.5342 -1.1360  0.000
16 H -0.1516 -4.7882 -1.8221  0.001
17 C -0.5988 4.1264 5.4087  0.000
18 C 0.1267 3.5333 4.2381  0.001
19 C 0.2615 4.3685 3.0102  0.000
20 C 1.2328 3.8876 1.9029  -0.001
21 C 2.4951 4.7331 1.7714  0.000
22 C 1.5394 2.4073 1.9935  0.000
23 C 2.1963 1.8213 0.8040  0.012
24 O 2.0694 0.6951 0.3828  0.022
25 C 1.1854 1.6514 3.0467  0.002
26 C 1.3678 0.1621 3.0988  0.001
27 C 0.5605 2.2729 4.2241  0.000
28 H -0.4281 5.2027 5.4780  0.000
29 H -0.2949 3.6649 6.3487  0.000
30 H -1.6775 3.9800 5.2974  0.000
31 H 0.4988 5.3992 3.2957  0.000
32 H 2.2437 5.7939 1.8515  0.000
33 H 2.9890 4.5872 0.8098  0.000
34 H 3.2122 4.4924 2.5603  0.000
35 H 2.8529 2.5253 0.2527  0.000
36 H 2.3059 -0.1606 2.6514  0.000
37 H 0.5750 -0.3241 2.5238  0.001
38 H 1.3136 -0.1941 4.1285  0.000
39 H 0.4354 1.6472 5.1025  0.000
40 C -0.9203 4.3729 1.9841  0.001
41 C -1.8978 3.2534 2.1145  0.006
42 C -1.8911 2.1846 1.3210  0.022
43 C -0.9624 2.0214 0.1800  0.139
44 C -0.1481 3.0449 -0.1227  0.032
45 C 0.1075 4.1777 0.8316  0.007
46 H -1.4499 5.3301 1.9768  0.000
47 H -2.6613 3.3401 2.8832  0.001
48 H -2.6470 1.4198 1.4418  0.002
49 H 0.4999 2.9927 -0.9942  0.007
50 H 0.3315 5.1129 0.3100  0.001

Cartesian forces (eV/Å) of the 2 atoms listed first:
-0.43 0.27 -0.25
-0.03 -0.02 -0.05

Properties
- net charge = -1
- energy above the lowest of the compared OMol25 structures with the same formula, charge and spin (kcal per mole) = 55.3
- HOMO-LUMO gap (spin up / spin down) (eV) = 7.2 / 7.2
- <S²> = 2.006
- multiplicity = 3
- electronic energy (Eh) = -1438.692562

=====

Entry 4:
Entry from the OMol25 dataset: a molecular structure, C23H21AsCl3N2O2PdS6 (ωB97M-V/def2-TZVPD).

Each line ends with the Mulliken charge.
Positions of all 59 atoms, in Å:
1 Pd 0.1892 -0.2657 0.6773  0.578
2 S -4.2007 -1.5492 2.7293  -0.492
3 As -2.1567 -1.7914 2.3944  0.398
4 S -0.9925 0.1374 2.6015  -0.506
5 S -1.5803 -1.4747 0.2240  -0.506
6 S -1.0670 -3.3986 3.1767  -0.537
7 C 4.0372 0.1728 -1.5693  -1.066
8 S 2.3243 0.2385 -1.0036  0.720
9 O 2.3544 1.1773 0.1632  -0.616
10 C 2.1903 -1.3895 -0.2886  -0.762
11 C 2.4691 -1.5562 1.0639  0.664
12 C 2.3338 -2.8213 1.6263  -0.734
13 C 1.9095 -3.8808 0.8463  -0.356
14 C 1.6336 -3.7055 -0.5031  -0.620
15 C 1.7699 -2.4575 -1.0805  -0.230
16 H 4.6848 -0.0672 -0.7269  0.315
17 H 4.2764 1.1567 -1.9697  0.387
18 H 4.1215 -0.5829 -2.3502  0.359
19 H 2.7723 -0.6948 1.6467  0.477
20 H 2.4862 -2.9539 2.6881  0.359
21 H 1.7428 -4.8468 1.3034  0.384
22 H 1.2647 -4.5346 -1.0920  0.367
23 H 1.4914 -2.2902 -2.1144  0.359
24 Cl -9.3275 6.9919 0.6890  -0.239
25 C -7.9128 6.0014 0.4649  0.473
26 C -7.0421 5.8060 1.5235  -1.040
27 C -5.9323 5.0016 1.3343  -0.037
28 C -5.6677 4.3946 0.1101  -0.619
29 C -4.4578 3.5023 -0.0486  0.621
30 C -3.2441 4.2682 -0.5751  -1.231
31 N -2.2116 3.3315 -0.9578  0.237
32 C -2.0452 2.7691 -2.2031  -0.455
33 C -1.1108 1.7888 -2.0418  -0.816
34 N -0.7108 1.7333 -0.7331  0.323
35 C -1.3882 2.6618 -0.1116  -0.485
36 O -4.0879 2.9271 1.1841  -0.483
37 C -4.3982 1.5203 1.2781  -0.637
38 C -5.8660 1.3040 1.0807  0.381
39 C -6.4427 0.7853 -0.0381  0.794
40 Cl -5.6320 0.1679 -1.4197  -0.203
41 S -8.1584 0.7917 0.0185  -0.232
42 C -8.1333 1.5066 1.5791  -0.294
43 C -6.8655 1.7168 2.0126  -0.997
44 C -6.5585 4.6354 -0.9281  0.919
45 Cl -6.2812 3.9302 -2.4973  -0.223
46 C -7.6881 5.4239 -0.7698  -0.845
47 H -7.2423 6.2648 2.4814  0.408
48 H -5.2591 4.7980 2.1566  0.508
49 H -4.6827 2.7219 -0.7799  0.293
50 H -2.8626 4.9240 0.2089  0.384
51 H -3.5056 4.8772 -1.4412  0.367
52 H -2.6160 3.1053 -3.0522  0.407
53 H -0.7217 1.1112 -2.7839  0.437
54 H -1.3693 2.8491 0.9502  0.467
55 H -4.0738 1.2057 2.2659  0.393
56 H -3.8080 0.9564 0.5511  0.143
57 H -9.0539 1.7195 2.0976  0.454
58 H -6.6273 2.1467 2.9755  0.437
59 H -8.3727 5.5755 -1.5911  0.444

Cartesian forces (eV/Å) of the 2 atoms listed first:
-0.15 0.52 0.44
-0.11 -0.11 0.05

Properties
- net charge = -1
- energy above the lowest of the compared OMol25 structures with the same formula, charge and spin (kcal per mole) = 6.3
- HOMO-LUMO gap (eV) = 6.2
- electronic energy (Eh) = -7282.504374

=====

- What is the net charge in the first record?
  -1

=====

- Which value of net charge does entry 3 give?
  -1

=====

- Look up the net charge of the third one.
  -1